C3H3ClF2 as an isolated structure at a distorted geometry. Source: OMol25; level of theory: ωB97M-V/def2-TZVPD.

Each line ends with the Löwdin charge.
Positions of all 9 atoms, in Å:
Cl: 0.249 -3.385 1.150  0.7550
F: 2.264 -1.973 1.426  -0.0384
F: 1.695 -2.364 -0.695  0.0676
C: -0.375 -0.302 -0.548  -0.0336
C: 0.418 -0.424 0.447  -0.0214
C: 1.234 -2.148 0.509  -0.9120
H: -0.908 0.663 -0.717  0.0817
H: 0.733 0.128 1.184  0.0206
H: -0.566 -1.225 -1.135  0.0806

Computed properties:
E: -21114.678 eV
HOMO energy: -10.56 eV
ΔE to the lowest compared entry with this formula, charge and spin: 181.2 kJ/mol
frontier orbital gap: 11.47 eV
M: 112.51 g mol⁻¹
LUMO energy: 0.9109 eV